{
  "formula": "C54H98O54",
  "method": "the ωB97M-V functional and the def2-TZVPD basis",
  "species": ["C", "C", "O", "C", "O", "O", "H", "H", "H", "H", "C", "C", "O", "C", "O", "O", "H", "H", "H", "H", "C", "C", "O", "C", "O", "O", "H", "H", "H", "H", "C", "C", "O", "C", "O", "O", "H", "H", "H", "H", "C", "C", "O", "C", "O", "O", "H", "H", "H", "H", "C", "O", "C", "O", "O", "C", "H", "H", "H", "H", "H", "H", "C", "O", "C", "O", "O", "C", "H", "H", "H", "H", "H", "H", "C", "O", "C", "O", "O", "C", "H", "H", "H", "H", "H", "H", "C", "O", "C", "O", "O", "C", "H", "H", "H", "H", "H", "H", "C", "O", "C", "O", "O", "C", "H", "H", "H", "H", "H", "H", "C", "O", "C", "O", "O", "C", "H", "H", "H", "H", "H", "H", "C", "O", "C", "O", "O", "C", "H", "H", "H", "H", "H", "H", "C", "O", "C", "O", "O", "C", "H", "H", "H", "H", "H", "H", "C", "O", "C", "O", "O", "C", "H", "H", "H", "H", "H", "H", "C", "O", "C", "O", "O", "C", "H", "H", "H", "H", "H", "H", "C", "O", "C", "O", "O", "C", "H", "H", "H", "H", "H", "H", "C", "O", "C", "O", "O", "C", "H", "H", "H", "H", "H", "H", "C", "O", "C", "O", "O", "C", "H", "H", "H", "H", "H", "H"],
  "xyz": [[-14.675240, -13.314150, -7.068000], [-13.653090, -12.722170, -6.116090], [-13.129110, -11.601610, -6.764720], [-13.666220, -11.507240, -8.035950], [-13.440770, -10.627800, -8.843040], [-14.404180, -12.629330, -8.266520], [-15.661740, -13.071060, -6.673280], [-14.629870, -14.378670, -7.297860], [-13.015620, -13.557770, -5.827130], [-13.955690, -12.444600, -5.106390], [-11.710590, -3.671130, -8.497070], [-10.787380, -3.652340, -7.271390], [-9.504440, -3.549720, -7.894870], [-9.635160, -3.000770, -9.091910], [-8.767380, -2.664060, -9.887880], [-10.944530, -2.865960, -9.371160], [-12.584970, -3.053970, -8.290520], [-11.942650, -4.683460, -8.827900], [-10.855490, -4.609050, -6.753530], [-10.869580, -2.799330, -6.597810], [-14.934920, -5.307280, -2.877520], [-14.372260, -4.284190, -3.909130], [-13.399140, -4.885160, -4.777260], [-13.251870, -6.165580, -4.313010], [-12.533210, -6.977940, -4.904400], [-14.048660, -6.363370, -3.228900], [-15.954050, -5.562870, -3.167610], [-15.048080, -5.210920, -1.797700], [-13.949080, -3.392710, -3.446240], [-15.187700, -3.984640, -4.567480], [-15.269000, -8.979800, -5.119940], [-15.525900, -8.374290, -6.499120], [-16.669130, -7.576040, -6.287240], [-17.117030, -7.718890, -5.077630], [-18.165170, -7.269580, -4.570960], [-16.389650, -8.543150, -4.425930], [-14.317690, -8.647270, -4.704560], [-15.447980, -10.054840, -5.138460], [-15.745930, -9.161250, -7.220490], [-14.765680, -7.777980, -7.003680], [-9.847540, -8.968870, -4.341670], [-9.827760, -10.149440, -5.359310], [-10.409530, -11.189560, -4.639490], [-11.280880, -10.648580, -3.743040], [-12.209790, -11.221870, -3.223470], [-10.951320, -9.348720, -3.525410], [-10.058490, -8.043380, -4.877460], [-8.974070, -8.922780, -3.691270], [-8.841120, -10.444970, -5.716120], [-10.388380, -9.918180, -6.265020], [-6.665760, -13.792700, -9.283710], [-6.340830, -14.809630, -10.208710], [-6.760600, -15.983540, -9.950710], [-7.327820, -16.396820, -8.911940], [-6.517030, -16.656180, -11.044510], [-6.679590, -18.104210, -11.031610], [-6.174080, -12.847500, -9.513840], [-6.232160, -13.973690, -8.300180], [-7.747090, -13.657680, -9.307980], [-6.670080, -18.442190, -12.067840], [-7.590500, -18.438510, -10.535040], [-5.813150, -18.542820, -10.536630], [-15.544520, -12.704060, -2.942380], [-16.715990, -12.470280, -2.158250], [-17.185890, -13.336200, -1.321570], [-16.795560, -14.476380, -1.141230], [-18.097060, -12.745010, -0.705680], [-18.741900, -13.501400, 0.384680], [-15.694820, -13.582420, -3.570070], [-14.634740, -12.748670, -2.343710], [-15.430750, -11.827940, -3.580810], [-19.129990, -14.484570, 0.118500], [-19.625630, -12.965030, 0.730260], [-17.948730, -13.669160, 1.113270], [-7.940750, -13.332630, -4.475410], [-9.015650, -13.773690, -5.306240], [-8.896190, -14.662750, -6.261620], [-7.784960, -15.193380, -6.575780], [-10.096000, -14.731380, -6.836460], [-10.383670, -15.612910, -7.851250], [-8.306520, -12.475410, -3.910180], [-7.123150, -13.008800, -5.119430], [-7.665600, -14.101250, -3.753180], [-10.066620, -16.606890, -7.535690], [-9.820620, -15.333470, -8.741750], [-11.448940, -15.723890, -8.053730], [-13.983330, -12.836750, 0.295940], [-12.815120, -13.444150, -0.201640], [-12.906630, -14.342050, -1.217090], [-13.897630, -14.959890, -1.591040], [-11.678770, -14.541710, -1.604200], [-11.507640, -15.428730, -2.788070], [-13.718200, -12.599340, 1.326210], [-14.828270, -13.499890, 0.481500], [-14.237160, -11.853600, -0.100400], [-12.069510, -16.360880, -2.728990], [-10.483380, -15.712120, -3.030320], [-11.865820, -14.960500, -3.704900], [-6.222940, -10.616720, -1.694450], [-7.381950, -11.226170, -1.111830], [-8.559260, -10.568910, -0.922010], [-8.779560, -9.410260, -1.237880], [-9.416660, -11.291910, -0.309520], [-10.654960, -10.831130, -0.003940], [-5.527470, -11.376960, -2.050060], [-5.658610, -10.033970, -0.966410], [-6.411000, -9.964260, -2.547110], [-10.522910, -10.055220, 0.750120], [-11.194390, -11.712700, 0.342400], [-11.012200, -10.381080, -0.930190], [-7.662530, -7.232090, 1.214040], [-6.385490, -7.888580, 1.167490], [-5.272580, -7.124720, 1.202090], [-5.248490, -5.845660, 1.193680], [-4.123250, -7.899280, 1.146330], [-2.919010, -7.202970, 1.206360], [-8.094450, -7.158480, 0.215980], [-7.556260, -6.189950, 1.515310], [-8.283370, -7.685290, 1.986860], [-2.392970, -7.035560, 0.266490], [-2.246770, -7.956690, 1.616360], [-2.757240, -6.424090, 1.951520], [-13.453860, -3.165390, 0.813450], [-13.373670, -4.221730, -0.127980], [-12.180370, -4.590320, -0.699610], [-11.407190, -3.794970, -1.249080], [-12.075390, -5.927550, -0.773200], [-10.899760, -6.546850, -1.364150], [-14.276690, -3.262300, 1.521730], [-13.318030, -2.215600, 0.296190], [-12.520180, -3.245610, 1.370140], [-11.047000, -7.607680, -1.566780], [-10.128680, -6.504270, -0.594920], [-10.671770, -6.086840, -2.325670], [-18.505830, -8.876010, -1.168680], [-17.195840, -9.423650, -1.379470], [-16.047430, -8.914070, -0.977970], [-16.006810, -8.050500, -0.082080], [-15.073370, -9.454740, -1.723520], [-13.737800, -9.077190, -1.402840], [-18.384120, -7.792930, -1.183450], [-18.989770, -9.159780, -0.234130], [-19.168350, -9.183560, -1.977730], [-13.077200, -9.877930, -1.070380], [-13.672390, -8.380340, -0.567240], [-13.264810, -8.641130, -2.282740], [-9.678490, -11.534390, -8.961020], [-8.818220, -10.707140, -9.755520], [-7.541450, -10.383360, -9.340350], [-7.078780, -10.728860, -8.247930], [-7.000700, -9.560980, -10.206840], [-5.636150, -9.286380, -10.302170], [-10.071090, -10.992980, -8.100290], [-9.156220, -12.460880, -8.722370], [-10.607370, -11.772680, -9.479200], [-5.451340, -8.212970, -10.343740], [-5.072090, -9.654890, -11.158990], [-5.147830, -9.552710, -9.364780], [-12.405160, -7.808220, -8.400410], [-11.241620, -7.587160, -9.139240], [-10.062840, -7.249040, -8.453500], [-9.804690, -7.332470, -7.235580], [-9.272970, -6.644140, -9.375730], [-8.015240, -6.121450, -9.054870], [-12.143500, -8.671850, -7.789030], [-13.216580, -8.065510, -9.081220], [-12.811400, -7.014960, -7.772870], [-7.454810, -7.034200, -8.852570], [-7.987510, -5.480710, -8.173520], [-7.718660, -5.522150, -9.915670], [-7.447290, -5.920960, -5.092900], [-6.467020, -5.584210, -4.221840], [-6.124540, -6.578450, -3.366160], [-6.747490, -7.660780, -3.266630], [-4.939000, -6.263470, -2.788320], [-4.306410, -7.209440, -2.003610], [-8.308190, -6.247710, -4.509660], [-7.166320, -6.731390, -5.765480], [-7.658530, -5.068990, -5.739140], [-4.931910, -8.058180, -1.727030], [-3.958830, -6.717650, -1.095080], [-3.381630, -7.517840, -2.491230], [-13.288160, 1.199280, -6.225560], [-12.319410, 0.474630, -5.451810], [-12.347880, -0.797410, -5.128480], [-13.183690, -1.541610, -5.639170], [-11.333240, -1.062520, -4.391080], [-11.106760, -2.402410, -3.848090], [-13.396390, 0.649070, -7.160250], [-12.994340, 2.234480, -6.399180], [-14.280200, 1.323850, -5.791470], [-10.056320, -2.419700, -3.557590], [-11.248570, -3.312010, -4.431720], [-11.709710, -2.476320, -2.943060], [-2.572560, -5.570430, -6.248450], [-2.940760, -6.803340, -5.773400], [-4.126560, -7.344100, -6.219390], [-4.899310, -6.781110, -7.068620], [-4.349160, -8.470810, -5.502190], [-5.496180, -9.223220, -5.672520], [-1.640480, -5.259450, -5.776640], [-3.357020, -4.832250, -6.081660], [-2.413610, -5.597330, -7.326460], [-5.672080, -9.494830, -6.713380], [-6.313740, -8.642860, -5.244890], [-5.607960, -10.187820, -5.177380]],
  "forces_ev_per_a": [[-0.8010, 0.3682, 0.6595], [-0.0087, -1.9291, 1.7634], [0.1709, 0.8476, -1.4356], [0.7926, -0.0063, -0.5983], [-0.5358, -1.8039, 1.8410], [-0.0617, 1.4371, -0.9742], [-0.3868, -0.0700, -0.5046], [0.2738, 0.1010, 0.3822], [1.4805, 0.4897, -0.7089], [-0.8098, 0.4645, -0.3366], [-0.1780, 1.7178, 1.7436], [-0.2593, -0.8657, -0.1632], [1.1602, -0.3341, 0.5169], [1.0650, 0.8693, -2.6707], [-1.4024, -0.8188, 2.2476], [-0.0679, -0.2619, -1.3369], [-0.3672, -0.6199, -0.0122], [0.1891, 0.1588, -0.4572], [0.2425, 0.1726, 0.3139], [-0.4529, -0.1052, -0.1498], [0.1087, -0.1310, -2.1078], [-1.2792, 2.2879, 0.3387], [-0.3294, -1.5059, 1.7789], [0.6276, -0.3490, -1.6209], [-1.9165, 1.6406, 2.1599], [1.3293, -2.4236, -0.2618], [-0.0025, -0.3778, -0.3626], [1.1857, 0.6377, -0.0466], [0.1384, -0.0733, -0.1381], [0.0885, 0.2844, 0.1326], [0.4219, -0.5899, -1.0808], [0.4712, -0.7219, -1.0970], [-0.3498, 1.4296, -2.0563], [-4.9882, 1.3646, 2.0577], [2.7833, -0.3951, -1.9176], [1.0667, -0.8338, 3.3100], [-0.1874, -0.3025, 0.3789], [1.0495, -0.1334, -0.0823], [-0.3694, -0.0056, -0.0728], [0.2149, 0.1521, 0.6874], [0.3210, -0.7537, -1.0360], [1.2081, 1.4413, -0.2751], [-1.3717, -0.8643, 0.8194], [-0.2129, 0.2224, 0.0704], [1.1470, 0.4360, -0.5156], [-1.0698, -0.7033, 0.2712], [-0.0268, 0.0325, 0.3689], [0.1100, 0.1488, -0.2100], [0.1386, -0.0114, 0.3210], [-0.4262, 0.0895, 0.1646], [0.2761, 0.8242, 0.7922], [1.1847, 3.1545, -0.1586], [-2.4133, -2.8755, 3.1551], [1.6041, 0.9446, -3.0724], [-0.0266, -2.5143, -1.2757], [0.3123, 0.3568, 0.1369], [-0.0797, -0.2241, -0.9699], [-0.7076, -0.6318, 0.1743], [0.1888, -0.0277, 0.4681], [-0.0907, 0.3293, 0.0551], [0.0311, 0.3443, 0.0257], [-0.0793, 0.0258, 0.1292], [-0.2170, 0.0924, -0.1452], [1.3956, 1.7781, -1.9801], [3.0485, -3.4521, -0.8875], [-0.2472, 0.4448, -0.1854], [-5.0680, 1.1252, 3.5624], [0.5029, -0.0956, -0.4137], [0.2726, -0.1898, 0.2202], [-0.3235, -0.3263, 0.0181], [-0.3002, 0.0711, 0.1011], [0.4168, 0.0226, -0.7014], [0.6028, 0.5529, 0.0398], [-0.4283, 0.1865, 0.3422], [0.1032, -0.0992, -0.4001], [-1.1344, 0.7896, 1.0766], [4.7629, -1.0021, -1.0735], [-4.5965, 1.3985, 1.0735], [-0.4210, 1.1729, 1.4184], [0.8921, -1.9997, -1.1139], [-0.2331, -0.0955, -0.1981], [0.2435, -0.2652, 0.2113], [0.2411, -0.0969, -0.2851], [0.2578, -0.1687, -0.3040], [-0.1856, -0.2051, -0.1736], [-0.0282, 0.7780, 0.2465], [-0.3183, 0.1994, 2.3131], [-0.2482, -0.1564, -1.1551], [-2.0075, -1.3357, 0.5929], [1.5849, 1.5568, 0.5543], [1.9904, -1.2901, -2.3031], [-0.7417, -0.0027, -0.2314], [0.2581, 0.1616, 0.1833], [-0.0695, -0.1776, -1.0356], [-0.0337, -0.3593, -0.8811], [-0.1509, 0.1857, 0.6614], [0.2652, 0.6009, 1.0244], [-0.1869, 0.5559, 0.2897], [0.2490, 0.7173, -0.2318], [-0.8337, -0.4901, 0.1276], [1.8071, 2.6223, -0.9965], [0.4719, -0.5018, -0.1890], [2.7235, -3.7110, 0.2992], [-1.2557, 1.2228, -0.0315], [-0.4895, -0.4860, 0.2256], [-0.3332, 0.0461, 0.3061], [-0.5725, 0.0447, 0.1440], [-0.5654, 0.0674, 0.2081], [-0.3228, 0.4543, -0.1102], [-0.8767, 0.0040, 0.2907], [0.1404, 1.4219, 0.1918], [1.5388, 0.2033, 0.2120], [0.3560, 4.0238, -0.7642], [-0.0922, -5.2017, 0.2460], [-3.3396, 0.9690, 0.1222], [2.9172, -1.0990, 1.0511], [-0.0551, -0.7651, 0.0887], [0.4037, -0.0044, 0.1359], [0.0628, -0.4948, -0.4786], [-0.8725, 0.6781, -0.3600], [0.1031, -0.3705, 0.1479], [-1.0499, 0.5016, -0.4719], [2.5251, 0.4985, 0.0134], [0.1950, -2.0804, -0.6872], [0.6185, 1.2363, -1.7178], [-1.3180, -1.5924, 1.7613], [-0.7981, 0.3601, 0.4540], [-0.0144, 0.3611, 0.2046], [-0.1919, -0.1096, -0.7161], [-0.8328, 0.1839, 0.0868], [-0.0952, 0.1651, 0.6182], [-0.7559, 0.1169, 0.2450], [0.3269, 0.3427, -0.4907], [0.3368, 0.2915, 0.3068], [0.5768, 1.0986, 0.2662], [-0.3477, -1.6322, -1.0477], [-1.7036, 2.3133, 1.8371], [1.0026, -1.7823, -1.9784], [0.0666, 0.0071, 0.8450], [1.1604, 0.7079, 0.5178], [-0.3198, 0.0406, 0.0198], [0.5331, -0.2431, 0.1933], [0.5272, -0.1236, -0.1509], [-0.6943, -0.7296, -0.3777], [-0.5504, 0.3861, -0.2316], [-0.2372, 0.0157, 0.0077], [0.1528, 0.0531, 0.4669], [1.2398, 0.7284, -0.5922], [-1.2968, -1.0485, 2.7627], [-0.4996, 0.3652, -2.1268], [-1.2368, -0.1986, -1.6021], [1.8525, 0.9987, 1.5466], [0.6550, -0.0748, 0.3609], [-0.2173, 0.2067, 0.4415], [0.4620, 0.1474, -0.8463], [-0.6969, 0.2145, -0.0653], [-0.7798, -0.7933, -0.1060], [0.1423, -0.4662, -0.0974], [-0.5193, -1.4704, 1.0230], [2.8079, 1.6642, 0.3218], [-0.1288, 1.2682, 0.8674], [-1.0393, -0.2623, -3.3566], [-3.0045, -0.7823, 0.2582], [0.8211, -0.6277, 0.7837], [-0.8473, -0.0165, 0.4096], [0.4348, -0.2063, -0.2339], [0.7971, 0.5433, 0.0719], [1.0534, 0.5398, -0.1396], [-0.3482, -0.1199, 0.0257], [0.2274, -0.3911, 0.0575], [-2.4097, -0.7768, -1.7100], [2.8822, -0.1858, 2.6954], [-0.2126, -2.0223, -0.6608], [1.7631, 3.1290, 0.1699], [-2.3326, 0.8747, -1.4225], [1.1679, -0.7819, 1.3436], [-0.4368, 0.1354, -0.4226], [0.1242, -0.0895, 0.0777], [-0.1081, 0.1226, 0.3399], [-0.0242, 0.1031, -0.2614], [-0.3875, 0.1408, -0.0372], [-0.1973, -0.3444, -0.3561], [-0.5129, -1.0305, -0.6244], [0.7690, 2.7516, 0.9916], [-2.9646, -0.4829, -3.2743], [0.8112, -0.2568, 1.2544], [1.5496, -1.3802, 0.9182], [0.1066, 0.3202, 1.0486], [-0.1493, 0.3075, -0.1453], [0.8968, -0.3903, 0.1085], [0.0699, -0.7079, 0.5620], [-0.1273, 0.3137, 0.0623], [-0.5602, 0.6593, -0.7937], [0.1432, -0.0379, -0.1834], [0.0685, 1.8519, -1.3275], [-1.9470, -2.9768, 0.3690], [-1.9586, 2.2306, -1.4569], [3.0941, -2.6477, 3.2792], [2.5084, 1.1797, -0.0954], [-2.7531, -0.1241, -1.0824], [-0.1893, -0.2316, 0.1775], [0.0367, 0.0871, 0.1946], [0.0798, -0.0406, -0.1099], [-0.0973, 0.4751, -0.1519], [-0.3047, -0.1037, -0.5013], [1.4236, 0.1095, 0.6319]],
  "lowdin_charge": [-0.115, -0.149, 0.058, -0.484, 0.133, 0.062, 0.129, 0.138, 0.126, 0.098, -0.088, -0.082, 0.048, -0.564, 0.124, 0.064, 0.135, 0.127, 0.126, 0.115, -0.059, -0.092, 0.049, -0.491, 0.102, 0.025, 0.121, 0.131, 0.115, 0.133, -0.084, -0.077, 0.110, -0.618, 0.092, 0.088, 0.117, 0.127, 0.130, 0.114, -0.082, -0.117, 0.046, -0.512, 0.134, 0.022, 0.099, 0.105, 0.128, 0.102, -0.017, 0.047, -0.638, 0.074, 0.012, -0.011, 0.087, 0.105, 0.083, 0.090, 0.091, 0.095, -0.016, 0.026, -0.737, 0.109, 0.047, 0.018, 0.105, 0.073, 0.072, 0.093, 0.092, 0.097, -0.011, -0.020, -0.543, 0.069, -0.012, -0.065, 0.078, 0.098, 0.104, 0.105, 0.090, 0.093, -0.052, -0.020, -0.599, 0.109, 0.030, 0.012, 0.094, 0.100, 0.090, 0.091, 0.088, 0.081, -0.033, 0.005, -0.581, 0.099, 0.035, -0.036, 0.095, 0.082, 0.065, 0.112, 0.103, 0.076, -0.028, -0.004, -0.476, 0.051, -0.024, -0.100, 0.076, 0.088, 0.101, 0.091, 0.093, 0.107, -0.038, -0.052, -0.519, 0.085, -0.009, 0.017, 0.102, 0.095, 0.094, 0.076, 0.088, 0.100, -0.012, -0.017, -0.564, 0.080, 0.010, -0.043, 0.094, 0.090, 0.096, 0.063, 0.096, 0.076, -0.015, -0.008, -0.539, 0.078, 0.022, -0.043, 0.078, 0.069, 0.098, 0.094, 0.100, 0.091, -0.094, -0.020, -0.455, 0.092, -0.016, -0.034, 0.082, 0.094, 0.076, 0.091, 0.079, 0.111, -0.095, 0.018, -0.472, 0.057, 0.026, -0.048, 0.093, 0.079, 0.104, 0.084, 0.069, 0.110, -0.023, 0.003, -0.653, 0.087, 0.045, -0.001, 0.094, 0.092, 0.092, 0.104, 0.076, 0.069, -0.088, -0.019, -0.447, 0.062, 0.005, -0.063, 0.100, 0.101, 0.098, 0.076, 0.069, 0.098],
  "lumo_ev": 0.333,
  "max_force_ha_per_bohr": 0.12244,
  "orbital_gap_ha": 0.38025,
  "homo_energy_ha": -0.3680,
  "total_energy_ev": -168145.15394
}